Record 1
Below is a 16-piece molecular cluster, C33H91N8O26S overall, with properties calculated with ωB97M-V/def2-TZVPD.

The geometry in XYZ format:
```
159
C33H91N8O26S, DFT ωB97M-V/def2-TZVPD
C -0.67482 0.61465 -0.09418
N -0.07395 -0.58894 0.48954
C -0.54257 -0.68176 1.90161
C -0.54736 -1.74620 -0.32842
C 1.38037 -0.58118 0.55478
C 2.06100 -0.49113 -0.78214
O 1.63255 0.64188 -1.53843
H -0.58584 0.70077 -1.17231
H -0.33404 1.54762 0.34955
H -1.74065 0.55534 0.14251
H -0.32445 -1.70430 2.19237
H -1.59595 -0.43769 1.99425
H 0.08269 0.05701 2.38621
H -0.39133 -1.57651 -1.38574
H -1.55392 -1.94880 0.02690
H 0.06179 -2.59955 -0.01090
H 1.68533 -1.50288 1.04234
H 1.72258 0.28987 1.11763
H 1.87352 -1.43364 -1.31701
H 3.14995 -0.35762 -0.73046
H 1.83849 0.33680 -2.47048
S 0.83987 -0.94512 -4.29138
O 2.06528 -0.07733 -4.09083
O 0.68247 -1.17608 -5.72234
O 1.05944 -2.22014 -3.57062
O -0.36158 -0.23400 -3.79423
C 2.52326 1.98450 -6.78521
C 3.39121 3.18647 -7.08798
O 2.62804 4.39083 -7.24709
O 1.85044 2.30109 -5.57818
H 3.15687 1.11020 -6.62371
H 1.86685 1.80713 -7.64102
H 3.90794 3.02069 -8.04254
H 4.14781 3.35764 -6.31577
H 2.02790 4.37771 -6.48120
H 1.88879 1.55353 -4.94866
C -2.41249 3.98147 -1.05755
C -1.96221 4.80100 0.13248
O -2.08491 4.07669 1.37991
O -1.38742 4.00027 -2.04185
H -3.36346 4.35145 -1.47610
H -2.68060 2.94750 -0.79255
H -2.53114 5.71983 0.25289
H -0.89384 5.02163 0.08134
H -1.22999 3.64332 1.52246
H -1.61006 3.34146 -2.73653
C -6.41285 2.52368 1.17006
C -6.10051 1.06150 0.81454
O -7.02475 0.50179 -0.11547
O -6.15462 3.39841 0.07049
H -5.81441 2.82482 2.02927
H -7.46219 2.59663 1.49533
H -6.18516 0.44926 1.71253
H -5.03861 1.04258 0.56585
H -7.00373 0.98825 -0.94939
H -6.51919 3.00316 -0.72393
C -3.57738 -0.28183 -2.78067
C -3.44792 0.90001 -3.73107
O -2.32077 1.70512 -3.41219
O -2.71965 -1.37073 -3.14776
H -4.56571 -0.75309 -2.84685
H -3.27161 0.04690 -1.78639
H -4.30967 1.56702 -3.64386
H -3.42849 0.56717 -4.77329
H -1.49860 1.23878 -3.70702
H -1.81740 -1.00399 -3.39532
C -3.27933 1.69792 4.03662
C -4.39496 0.73340 4.36259
O -4.06857 -0.61348 4.01701
O -3.28015 1.78434 2.60151
H -2.32736 1.33476 4.42088
H -3.46846 2.69463 4.44716
H -5.33594 1.04044 3.91091
H -4.51226 0.66238 5.44783
H -4.11535 -0.61991 3.04412
H -3.00932 2.67737 2.31419
C 5.02223 -2.47524 -3.11481
C 4.77548 -2.08410 -4.58556
O 4.62200 -0.67710 -4.75489
O 3.98778 -3.24124 -2.52117
H 5.14748 -1.53391 -2.55846
H 5.93886 -3.06945 -3.04707
H 3.86483 -2.57934 -4.94453
H 5.62108 -2.30921 -5.23696
H 3.67556 -0.38942 -4.53797
H 3.10873 -2.92804 -2.84050
C 2.39321 -4.91710 1.36987
C 1.67449 -4.73257 2.67104
O 0.28684 -4.78606 2.51889
O 2.42074 -3.68590 0.62460
H 1.92233 -5.70731 0.77961
H 3.44829 -5.15861 1.55246
H 1.94692 -3.76135 3.11282
H 2.05130 -5.48555 3.38342
H -0.11722 -4.14394 3.16640
H 2.90860 -3.78107 -0.20112
O 0.53336 3.20557 1.54157
C 1.70303 3.51736 1.24234
N 2.73703 3.52299 2.12947
C 1.99027 4.13938 -0.12765
H 3.66492 3.32453 1.79814
H 2.50700 3.19540 3.06213
H 1.61694 5.15955 -0.09084
H 1.43282 3.62855 -0.90935
H 3.06223 4.03845 -0.28991
O -1.74840 -5.95441 -2.17051
C -0.82764 -5.13371 -2.17088
N -0.97511 -3.90756 -2.68870
C 0.50093 -5.55181 -1.60321
H -1.88350 -3.70369 -3.07739
H -0.18788 -3.28275 -2.98227
H 1.21915 -4.72271 -1.60391
H 0.95854 -6.32283 -2.21874
H 0.35201 -5.91058 -0.58800
O 5.09935 3.59476 -3.34461
C 4.26645 2.85662 -2.83496
N 2.94381 3.15886 -2.85813
C 4.68899 1.62487 -2.06056
H 2.76736 3.91539 -3.50204
H 2.21970 2.55229 -2.51750
H 4.31268 1.68243 -1.03441
H 5.77330 1.64810 -1.96493
H 4.39005 0.71149 -2.57080
O 2.08647 -1.13068 3.57568
C 3.23921 -1.50451 3.77837
N 3.93207 -2.21175 2.86166
C 3.92103 -1.27357 5.11212
H 4.85124 -2.58078 2.98571
H 3.42873 -2.52837 2.02921
H 4.81265 -1.87832 5.25825
H 3.24131 -1.48760 5.93751
H 4.12217 -0.20375 5.22019
O -0.57498 -2.68206 3.89654
C -0.44867 -1.95506 4.91002
N -1.32388 -0.94320 5.11666
C 0.62236 -2.22196 5.92579
H -1.93879 -0.71636 4.34174
H -1.13888 -0.27564 5.85803
H 0.01713 -2.62637 6.75559
H 1.13559 -1.36834 6.37248
H 1.37615 -2.93687 5.62227
O 0.18707 1.64877 6.42646
C 0.29496 2.34701 5.40930
N 0.65441 1.80410 4.22002
C 0.19240 3.85543 5.43229
H 0.54470 2.30196 3.34768
H 0.94410 0.84024 4.12948
H 1.12299 4.16315 5.92635
H -0.62618 4.24650 6.02610
H 0.21580 4.30470 4.44031
O -3.92752 -1.28785 1.15360
C -4.29084 -2.19510 0.38452
N -5.37498 -1.98620 -0.39394
C -3.52397 -3.48209 0.26745
H -5.89035 -1.11282 -0.29721
H -5.77048 -2.77187 -0.87779
H -4.05088 -4.10728 -0.46752
H -3.52821 -4.03487 1.20136
H -2.52780 -3.36139 -0.14573
```

## Properties
highest occupied orbital energy	-6.24	eV
DFT total energy	-111694.071	eV
largest force on an atom	3.16	eV Å⁻¹
lowest unoccupied orbital energy	1.395	eV
charge	-1

Record 2
Below is C24H45BCoN2P2 as an isolated structure, with properties calculated with ωB97M-V/def2-TZVPD.

The geometry in XYZ format:
```
75
C24H45BCoN2P2, DFT ωB97M-V/def2-TZVPD
Co 0.22659 -0.53746 1.64800
C -2.88831 0.74341 3.15253
C -3.26026 -0.54816 2.39622
C -4.76641 -0.52993 2.08108
C -2.92009 -1.82737 3.20520
P -2.14641 -0.44312 0.92145
C -2.42470 1.22193 0.16948
N -1.19072 1.93846 0.26734
B 0.04925 1.31808 0.68333
N 1.07173 2.01036 -0.09128
C 2.44049 1.57451 -0.08379
P 2.25371 -0.27137 0.15885
C 2.37906 -0.67891 -1.70591
C 2.22573 -2.22297 -1.84791
C 1.18587 0.17201 -2.28747
C 3.56312 -0.27134 -2.53181
C 3.77329 -0.65775 1.10606
C 3.96381 -2.18887 1.10284
C 3.57605 -0.12415 2.55698
C 4.98515 -0.01335 0.47632
C 0.51101 3.05839 -0.83768
C 1.03559 3.93582 -1.78211
C 0.08029 4.64887 -2.51871
C -1.26551 4.61649 -2.26781
C -1.78289 3.86294 -1.25565
C -0.89324 3.04724 -0.58254
C -2.66193 -1.51827 -0.47233
C -1.64398 -1.47196 -1.62923
C -2.47576 -2.96598 -0.01575
C -4.01157 -1.33246 -1.16365
H -3.49010 0.70396 4.02075
H -2.91507 1.65589 2.51712
H -1.91082 0.53510 3.58349
H -5.28082 -0.24652 2.94134
H -5.10459 -1.50779 1.72958
H -5.06450 0.23309 1.35801
H -3.63314 -1.90894 4.05480
H -1.89661 -1.96927 3.53623
H -3.20596 -2.66593 2.45913
H -3.19073 1.78690 0.55021
H -2.71344 1.09242 -0.91338
H 2.97681 2.04118 0.74843
H 2.94594 1.85708 -1.03804
H 1.69526 -2.62320 -1.03515
H 3.12345 -2.76209 -2.00284
H 1.73237 -2.35081 -2.80911
H 0.19796 0.21352 -1.81962
H 1.02898 -0.25269 -3.32331
H 1.57213 1.20427 -2.40695
H 4.47097 -0.85021 -2.43269
H 3.83474 0.74199 -2.43021
H 3.36506 -0.38862 -3.58710
H 3.04179 -2.68052 1.41728
H 4.76535 -2.44326 1.72995
H 4.20934 -2.59455 0.10900
H 2.61656 -0.51784 2.97292
H 3.44475 0.91767 2.57783
H 4.33157 -0.51651 3.18106
H 4.98934 -0.28952 -0.54186
H 5.87789 -0.41411 0.90580
H 4.99084 1.02194 0.80585
H 2.08073 4.03813 -1.96758
H 0.34523 5.33896 -3.27672
H -1.91882 5.23470 -2.92132
H -2.82611 3.87140 -1.02935
H -0.72912 -1.84334 -1.18166
H -1.47820 -0.34182 -1.93771
H -1.89174 -2.05644 -2.44381
H -1.67585 -3.09995 0.76758
H -2.23286 -3.55788 -0.86417
H -3.33252 -3.67194 0.25773
H -4.03986 -0.32913 -1.72752
H -4.77479 -1.42331 -0.44604
H -4.18471 -2.19221 -1.78780
H 0.86433 -1.53488 2.84780
```

## Properties
highest occupied orbital energy (alpha / beta)	-6.03 / -7.61	eV
DFT total energy	-85476.706	eV
largest force on an atom	5.24	eV Å⁻¹
lowest unoccupied orbital energy (alpha / beta)	0.654 / 0.425	eV
multiplicity	4
charge	0

Record 3
Below is C7H12F3O5Rb as an isolated structure, with properties calculated with ωB97M-V/def2-TZVPD.

The geometry in XYZ format:
```
28
C7H12F3O5Rb, DFT ωB97M-V/def2-TZVPD
Rb 1.56333 2.20002 1.89923
C -2.05116 1.58341 0.80457
O -1.05518 0.83485 1.48203
O -1.49021 2.86277 0.84364
C -2.68453 0.85244 -0.46070
F -1.80433 0.23286 -1.24644
F -3.55251 -0.07360 -0.15319
F -3.43868 1.64855 -1.16040
C -1.31814 -0.46192 1.99867
C 0.01098 -1.14583 2.14688
H 0.60221 -1.17193 1.23153
H 0.53321 -0.58734 2.92370
H -0.03473 -2.17996 2.48835
H -1.92536 -1.06196 1.32092
H -1.69006 -0.45831 3.02324
H -2.80884 1.58897 1.58815
C 2.76684 -2.10141 -0.10132
O 1.94279 -1.63575 -1.19434
C 1.70555 -0.26831 -1.40589
O 1.94698 0.64910 -0.60924
O 1.21820 -0.18167 -2.61710
C 0.73459 1.12031 -3.16300
H 2.70509 -3.18966 -0.10143
H 2.44337 -1.77133 0.88586
H 3.78255 -1.75530 -0.29277
H 1.38107 1.99467 -3.08800
H -0.24068 1.43687 -2.79319
H 0.75767 1.03947 -4.24975
```

## Properties
highest occupied orbital energy	-6.74	eV
DFT total energy	-26497.069	eV
largest force on an atom	4.46	eV Å⁻¹
energy above the lowest of the compared OMol25 structures with the same formula, charge and spin	1.346	eV
lowest unoccupied orbital energy	-0.654	eV
charge	0

Record 4
Below is one molecule with the formula CH4N2O, with properties calculated with ωB97M-V/def2-TZVPD.

The geometry in XYZ format:
```
8
CH4N2O, DFT ωB97M-V/def2-TZVPD
C 1.16034 0.04263 0.03922
N -0.29400 0.28313 -0.15628
N -1.02331 -0.60273 0.33445
O -2.29780 -0.21527 0.12679
H 1.54785 -0.24280 1.03381
H 1.29036 -0.76473 -0.62707
H 1.71201 0.92857 -0.36411
H -2.09545 0.57121 -0.38681
```

## Properties
highest occupied orbital energy	-10.50	eV
DFT total energy	-6126.909	eV
largest force on an atom	2.12	eV Å⁻¹
energy above the lowest of the compared OMol25 structures with the same formula, charge and spin	3.599	eV
SMILES	C/N=N/O
lowest unoccupied orbital energy	0.975	eV
charge	0

Record 5
Below is one molecule with the formula C9H17NOSSi, with properties calculated with ωB97M-V/def2-TZVPD.

The geometry in XYZ format:
```
30
C9H17NOSSi, DFT ωB97M-V/def2-TZVPD
C -1.36113 1.61420 -0.12281
C -0.15715 0.76527 -0.52238
Si -0.24873 -0.96220 0.24333
C -1.34049 -0.82339 1.79574
C 1.34707 -1.64926 0.90030
C -0.91048 -2.16718 -1.11419
C 0.47856 1.05311 -1.84994
C 1.16464 0.02609 -2.68109
S 2.53264 -0.80665 -2.44738
C 1.21871 1.42816 -0.58209
C 1.19896 2.89105 -0.28358
N 1.91107 3.28015 0.82819
O 0.70855 3.74546 -1.03295
H -1.54882 1.87492 0.95107
H -2.25069 1.17975 -0.44324
H -1.40816 2.54984 -0.54922
H -0.95588 -1.81516 2.23151
H -1.08287 0.08067 2.41401
H -2.43088 -0.76399 1.73989
H 1.88262 -1.00398 1.55595
H 1.21369 -2.59913 1.42149
H 2.07728 -1.77681 0.09363
H -0.07686 -2.92800 -1.18421
H -1.79527 -2.64508 -0.76384
H -1.19392 -1.60313 -1.93496
H 0.24470 1.91289 -2.46219
H 0.77823 0.05390 -3.77348
H 2.10485 0.84396 -0.17751
H 2.16013 2.58173 1.60325
H 1.85106 4.20423 1.19028
```

## Properties
highest occupied orbital energy	-8.74	eV
DFT total energy	-31858.333	eV
largest force on an atom	3.61	eV Å⁻¹
energy above the lowest of the compared OMol25 structures with the same formula, charge and spin	0.000	eV
SMILES	C[C@@]1([Si](C)(C)C)[C@H](C=S)[C@H]1C(N)=O
lowest unoccupied orbital energy	-0.288	eV
charge	0

Record 6
Below is a 10-piece molecular cluster, C10H36F3NO10 overall, with properties calculated with ωB97M-V/def2-TZVPD.

The geometry in XYZ format:
```
60
C10H36F3NO10, DFT ωB97M-V/def2-TZVPD
N 0.46406 0.81786 -0.05568
H 1.30892 1.29101 0.23145
H -0.20342 0.88958 0.69892
H 0.69724 -0.15097 -0.22030
H 0.08500 1.32720 -0.84117
O 1.49943 -1.60111 -0.65228
H 1.50441 -2.24455 -1.38746
O 3.05666 1.29043 0.59161
H 3.90097 1.77780 0.65591
C -1.01997 0.82894 2.98414
O -1.56547 0.50178 1.70946
O 0.10303 1.65852 2.76049
C -2.16415 1.20740 4.06211
F -2.73433 0.11967 4.58619
F -1.70189 1.93272 5.04996
F -3.19026 1.84095 3.49892
C -2.27341 -0.74215 1.51234
C -2.81212 -0.75777 0.05347
H -3.39941 -1.63841 -0.20664
H -3.43763 0.12781 -0.05870
H -2.03785 -0.56145 -0.68819
H -3.06907 -0.77698 2.25652
H -1.65791 -1.60879 1.75357
H -0.61342 -0.06407 3.45886
C 2.21442 1.30012 -2.97814
O 2.95259 0.07388 -2.99628
H 1.27986 1.22365 -3.53389
H 1.94834 1.54862 -1.95074
H 2.79647 2.14441 -3.34758
H 3.03877 -0.19834 -3.91284
C 1.77908 4.32445 0.37018
O 2.74606 3.74826 -0.44854
H 1.76935 5.41141 0.28941
H 0.82016 3.92281 0.04268
H 1.96194 4.12135 1.42537
H 2.82504 2.86055 -0.09171
C 0.34476 -2.78312 -3.35507
O -0.20905 -1.58754 -2.75734
H -0.38365 -3.38481 -3.89867
H 1.03655 -2.40159 -4.10604
H 1.03472 -3.31425 -2.69937
H 0.32268 -1.48815 -1.96425
C 1.34623 -2.61863 2.64750
O 1.79805 -1.48761 1.96872
H 1.82462 -2.73431 3.62006
H 0.28471 -2.51084 2.87035
H 1.48886 -3.54339 2.08841
H 1.71149 -1.67750 1.03167
C -1.90812 2.81621 -1.07387
O -0.75432 2.37412 -1.79379
H -2.22834 3.83353 -1.29888
H -2.73655 2.14798 -1.30896
H -1.66027 2.72644 -0.01622
H -0.78714 2.70838 -2.69312
C -1.55971 -4.01910 -0.28755
O -0.16989 -3.95769 -0.40083
H -1.75957 -3.77775 0.75643
H -2.09444 -3.25071 -0.84589
H -1.91536 -4.97820 -0.66403
H 0.10252 -3.03800 -0.44046
```

## Properties
highest occupied orbital energy	-0.79	eV
DFT total energy	-41066.480	eV
largest force on an atom	4.45	eV Å⁻¹
energy above the lowest of the compared OMol25 structures with the same formula, charge and spin	1.500	eV
lowest unoccupied orbital energy	4.699	eV
charge	-2

Which formula does entry 3 have?
C7H12F3O5Rb

What is the largest force on an atom in the first record?
3.16 eV Å⁻¹

What is the charge in the first record?
-1